(1)
The following is a quantum chemistry calculation of a structure of composition C41H36N2O4PS4Ti, from the Open Molecules 2025 dataset.

Results
Strongest force on any atom (eV Å⁻¹): 1.03
⟨S²⟩: 0.7784
Relative energy (zero: lowest compared OMol25 entry of this formula, charge and spin) (eV): 0.194
Gap between HOMO and LUMO (spin up / spin down) (eV): 4.8 / 5.6
Net charge: -2
2S+1: 2

Structure (XYZ):
```
89
Properties=species:S:1:pos:R:3:lowdin_charge:R:1
Ti 0.106 -0.032 0.288 0.72
O 2.713 4.009 5.154 -0.13
C 2.150 3.460 4.230 -1.07
S 2.773 3.406 2.583 0.92
C 1.450 2.512 1.860 -1.16
C 0.462 2.132 2.691 -1.13
S -0.977 1.287 2.169 0.62
S 0.628 2.587 4.377 0.93
S 1.483 2.189 0.143 0.59
C -1.457 -3.771 1.535 -0.02
C -0.614 -2.547 1.688 -0.35
O -0.707 -1.664 0.714 -0.21
C 0.296 -2.358 2.754 -0.13
C 0.348 -3.253 3.851 -0.05
C 1.255 -3.087 4.882 -0.14
C 2.155 -2.024 4.852 -0.12
C 2.149 -1.138 3.780 -0.02
C 1.247 -1.291 2.730 -0.33
O 1.319 -0.492 1.692 -0.29
H -1.993 -3.726 0.588 0.06
H -2.195 -3.871 2.339 0.08
H -0.848 -4.682 1.552 0.08
H -0.352 -4.079 3.884 0.09
H 1.257 -3.781 5.714 0.08
H 2.858 -1.881 5.665 0.08
H 2.833 -0.300 3.729 0.11
C 1.749 -3.725 -1.515 -0.04
C 2.240 -3.223 -0.164 -0.37
C 3.171 -4.216 0.522 -0.06
C 2.899 -1.844 -0.256 -0.25
C 4.134 -1.766 -1.171 -0.08
O 3.793 -0.796 -2.175 0.00
C 2.549 -0.340 -1.861 -0.34
N 1.987 -0.858 -0.847 0.07
C 2.026 0.760 -2.690 -0.23
C 2.977 1.554 -3.344 -0.04
C 2.577 2.677 -4.038 -0.10
C 1.224 2.998 -4.071 -0.09
C 0.298 2.180 -3.451 -0.10
C 0.653 1.027 -2.741 -0.23
P -0.796 -0.419 -2.122 0.91
C -2.132 -1.814 -1.898 -0.30
C -1.850 -3.013 -2.557 -0.13
C -2.648 -4.138 -2.433 -0.11
C -3.789 -4.095 -1.641 -0.14
C -4.093 -2.917 -0.975 -0.11
C -3.271 -1.803 -1.095 -0.08
C -1.145 -0.492 -3.957 -0.32
C -0.125 -0.682 -4.888 -0.09
C -0.404 -0.828 -6.236 -0.10
C -1.713 -0.753 -6.695 -0.12
C -2.739 -0.559 -5.784 -0.10
C -2.455 -0.453 -4.428 -0.10
H 1.266 -4.698 -1.411 0.08
H 2.569 -3.842 -2.230 0.07
H 1.019 -3.036 -1.941 0.06
H 1.368 -3.087 0.479 0.11
H 4.087 -4.380 -0.053 0.07
H 2.683 -5.186 0.633 0.07
H 3.450 -3.866 1.518 0.08
H 3.137 -1.504 0.755 0.14
H 4.357 -2.705 -1.682 0.11
H 5.030 -1.414 -0.657 0.13
H 4.025 1.296 -3.276 0.11
H 3.308 3.308 -4.528 0.09
H 0.892 3.893 -4.588 0.09
H -0.745 2.454 -3.527 0.08
H -0.976 -3.066 -3.200 0.09
H -2.382 -5.051 -2.957 0.09
H -4.422 -4.968 -1.537 0.08
H -4.973 -2.862 -0.343 0.09
H -3.528 -0.912 -0.540 0.08
H 0.906 -0.705 -4.556 0.10
H 0.411 -0.989 -6.933 0.09
H -1.928 -0.853 -7.753 0.08
H -3.767 -0.506 -6.122 0.09
H -3.270 -0.358 -3.721 0.10
N -1.427 0.621 -0.936 -0.29
C -2.619 1.317 -0.979 -0.35
C -3.081 1.940 -2.148 -0.05
C -4.279 2.637 -2.174 -0.11
C -5.063 2.747 -1.037 -0.14
C -4.627 2.123 0.128 -0.11
C -3.440 1.417 0.158 -0.10
H -2.492 1.866 -3.047 0.07
H -4.592 3.105 -3.103 0.09
H -5.995 3.298 -1.055 0.08
H -5.225 2.174 1.031 0.09
H -3.140 0.912 1.065 0.04
```

(2)
The following is a quantum chemistry calculation of a cluster of 2 separate species, C4H4O6 in total, from the Open Molecules 2025 dataset.

Results
Strongest force on any atom (eV Å⁻¹): 6.68
Relative energy (zero: lowest compared OMol25 entry of this formula, charge and spin) (eV): 4.618
Gap between HOMO and LUMO (eV): 8.1

Structure (XYZ):
```
14
Properties=species:S:1:pos:R:3:lowdin_charge:R:1
C 1.517 -0.552 -0.171 -0.40
C 0.246 -0.913 0.427 -0.15
C -0.938 -0.028 0.538 -0.16
C -1.449 0.989 -0.440 -0.42
H 2.722 -0.319 -1.732 0.25
H 1.633 -1.335 1.990 0.31
H -2.779 0.260 1.173 0.16
H -0.635 2.214 -1.998 0.23
O 1.592 -0.420 -1.538 0.02
O 2.691 -0.724 0.423 -0.04
O 0.442 -1.771 1.560 -0.10
O -1.906 -0.188 1.358 0.12
O -0.498 1.453 -1.251 0.09
O -2.639 1.334 -0.338 0.08
```

(3)
The following is a quantum chemistry calculation of the molecule C4H6N2, from the Open Molecules 2025 dataset.

Results
Strongest force on any atom (eV Å⁻¹): 1.11
Relative energy (zero: lowest compared OMol25 entry of this formula, charge and spin) (eV): 1.591
Gap between HOMO and LUMO (eV): 11.1
Structure (SMILES): C[C@H]1N[C@H]1C#N

Structure (XYZ):
```
12
Properties=species:S:1:pos:R:3:lowdin_charge:R:1
C 1.390 -0.271 0.351 -0.05
C 0.307 0.741 0.047 -0.32
N -0.474 0.890 -1.174 0.07
C -1.145 0.401 0.030 -0.28
C -1.514 -1.000 0.102 -0.19
N -1.808 -2.118 0.167 0.15
H 1.295 -1.209 -0.205 0.08
H 2.378 0.157 0.149 0.08
H 1.353 -0.510 1.421 0.09
H 0.510 1.715 0.487 0.13
H -0.420 0.126 -1.838 0.10
H -1.872 1.078 0.465 0.14
```